A molecular structure, C6H10N at a distorted geometry. Source: the Open Molecules 2025 dataset; level of theory: the ωB97M-V functional and the def2-TZVPD basis.

Positions of all 17 atoms, in Å:
C  1.82062  -0.29335  -0.09721
C  0.50145  0.43441  0.01687
C  1.05250  -1.13985  0.73918
C  -0.60051  -0.40980  -0.04932
C  0.41653  1.89501  0.27720
C  -2.00772  -0.28517  0.13584
N  0.08958  -1.73309  -0.23545
H  2.18666  -0.41285  -1.13411
H  2.59585  0.36974  0.34543
H  1.22546  2.36196  0.80710
H  -0.54545  1.96313  0.62274
H  0.28540  2.36779  -0.72667
H  -2.23492  0.76171  0.38918
H  -2.37635  -0.98392  0.85952
H  -2.39172  -0.47812  -0.90448
H  0.40246  -1.89220  -1.20715
H  -0.41984  -2.52542  0.16133

Values from the calculation:
Energy above the lowest of the compared OMol25 structures with the same formula, charge and spin: 3.396 eV
Largest force on an atom: 4.52 eV/A
E_HOMO: -13.8052 eV
Charge: +1
Kohn-Sham gap: 10.1 eV
E: -288.958167 a.u.

2 unconnected molecules or ions with the total composition C8H20N3O8P at a distorted geometry. Source: the Open Molecules 2025 dataset; level of theory: the ωB97M-V functional and the def2-TZVPD basis.

Positions of all 40 atoms, in Å:
N  -0.21250  0.96284  2.05549
C  -0.77166  0.29887  1.02747
N  -0.57513  -1.04534  0.86137
C  0.75997  -1.39674  0.46074
O  0.78525  -1.84680  -0.89790
C  1.67905  -2.86948  -1.15753
O  2.78071  -2.46331  -1.96300
C  3.27560  -1.18934  -1.61770
C  4.59844  -0.98845  -2.34199
O  4.45225  -0.27744  -3.57923
N  -1.54716  0.94084  0.16609
C  -1.87602  2.35330  0.25395
C  -2.36949  2.84473  -1.12424
C  -3.89532  2.82683  -1.21312
O  -4.31029  1.65425  -1.93201
H  0.55381  0.43917  2.48982
H  0.17737  1.85920  1.77896
H  -0.70160  -1.45291  1.81723
H  1.12289  -2.13001  1.18288
H  1.39366  -0.50085  0.52191
H  2.04571  -3.36958  -0.25728
H  1.15362  -3.61767  -1.75115
H  2.56806  -0.40662  -1.90465
H  3.46345  -1.07481  -0.54542
H  5.29484  -0.42657  -1.72377
H  4.98738  -1.98079  -2.56760
H  3.50824  -0.21695  -3.74523
H  -1.95316  0.38944  -0.57137
H  -2.64360  2.45681  1.02039
H  -0.99543  2.93709  0.50554
H  -2.03172  3.86452  -1.28947
H  -1.92789  2.17434  -1.85537
H  -4.36496  2.81244  -0.23159
H  -4.21851  3.71757  -1.75560
H  -5.08293  1.91109  -2.43869
O  -0.70048  -2.37607  3.23027
P  -1.02946  -1.45115  4.51084
O  -1.20767  -2.28062  5.79103
O  -2.34235  -0.66225  4.16850
O  0.15701  -0.41959  4.62142

Values from the calculation:
Largest force on an atom: 3.46 eV/A
E_HOMO: 1.9581 eV
Charge: -2
Kohn-Sham gap: 1.7 eV
E: -1424.273424 a.u.

A gas-phase ion, C5H12NOS (charge +1) at a distorted geometry. Source: the Open Molecules 2025 dataset; level of theory: the ωB97M-V functional and the def2-TZVPD basis.

Positions of all 20 atoms, in Å:
O  1.31277  -0.63315  -2.74516
C  0.69611  -0.77129  -1.64589
C  -0.16204  0.62774  -1.30726
C  -1.19998  0.48035  -0.20765
C  -0.64844  -0.23178  1.03566
S  0.85033  0.60225  1.57938
C  1.23495  -0.30401  3.09329
N  -0.73792  1.20661  -2.47966
H  1.32192  -1.02282  -0.77661
H  0.62260  1.34235  -1.02747
H  -2.01036  -0.12397  -0.63716
H  -1.62476  1.45748  0.01088
H  -0.41085  -1.27082  0.77540
H  -1.40686  -0.19700  1.81402
H  1.40566  -1.36276  2.89297
H  0.42295  -0.22794  3.81478
H  2.14993  0.12360  3.49487
H  -0.07754  1.06001  -3.23726
H  -0.14501  -1.50724  -1.67088
H  -1.59347  0.75239  -2.77625

Values from the calculation:
Energy above the lowest of the compared OMol25 structures with the same formula, charge and spin: 4.357 eV
Largest force on an atom: 6.67 eV/A
E_HOMO: -12.7455 eV
Charge: +1
Kohn-Sham gap: 4.0 eV
E: -725.458427 a.u.

A molecular structure, H12O18S3Zn at a distorted geometry. Source: the Open Molecules 2025 dataset; level of theory: the ωB97M-V functional and the def2-TZVPD basis.

Positions of all 34 atoms, in Å:
Zn  19.02166  -2.24508  17.45821
S  16.37096  -3.87388  18.97501
O  16.96818  -5.18579  18.78114
O  17.24957  -2.79647  18.33194
O  15.03408  -3.77886  18.34038
O  16.28624  -3.53597  20.43236
S  19.51404  -5.08560  15.78734
O  20.79867  -5.09693  16.52640
O  18.72255  -6.29053  16.11235
O  18.77860  -3.80092  16.18338
O  19.76544  -5.03060  14.32247
S  22.13351  -1.76868  16.00049
O  20.86560  -1.62474  16.84084
O  22.99727  -2.77499  16.64858
O  21.73047  -2.21486  14.67024
O  22.82098  -0.43889  15.98506
O  15.79991  -0.65866  18.35734
H  16.51343  -1.27291  18.02000
H  15.73152  -0.92563  19.27785
O  19.19005  -0.51340  18.77215
H  19.34858  0.41209  18.56476
H  18.91420  -0.53322  19.69298
O  18.17941  -1.01155  16.00586
H  17.47500  -1.21795  15.37012
H  18.49309  -0.12955  15.79511
O  16.59784  -2.95489  14.82780
H  16.01629  -3.70541  14.96726
H  17.42786  -3.22739  15.30376
O  22.14158  -0.26429  18.83876
H  21.33118  -0.57733  18.40884
H  22.77411  -0.27962  18.10135
O  20.11142  -3.29463  18.91184
H  20.20660  -3.33821  19.86384
H  20.92526  -3.66989  18.53306

Values from the calculation:
Energy above the lowest of the compared OMol25 structures with the same formula, charge and spin: 0.425 eV
Largest force on an atom: 2.30 eV/A
E_HOMO: 4.4988 eV
Charge: -4
Kohn-Sham gap: 3.7 eV
E: -4335.272492 a.u.

A molecular structure, C25H60BInN2O2P2S3 at a distorted geometry. Source: the Open Molecules 2025 dataset; level of theory: the ωB97M-V functional and the def2-TZVPD basis.

Positions of all 96 atoms, in Å:
C  -1.33200  3.31417  0.19618
C  -1.08348  2.19113  -1.01800
N  -1.26415  2.76850  -2.39403
C  -0.05901  2.62636  -3.28452
C  -0.03222  1.30057  -4.24445
C  -2.56582  2.41589  -3.05309
S  -3.32232  0.90030  -3.14207
S  -3.48826  3.85561  -3.90635
C  -4.92819  4.42836  -2.83133
C  -6.41243  4.00420  -3.47452
C  -6.49300  2.36757  -3.38005
In  -8.56397  1.48868  -3.62868
S  -9.23051  1.85729  -6.05037
C  -8.33892  -0.77179  -3.21389
B  -7.66131  -0.98870  -1.70903
O  -7.71248  0.17455  -0.76132
O  -6.97844  -2.23093  -1.26286
P  -10.31852  2.38935  -2.03652
N  -9.81632  3.67802  -1.13986
H  -0.28764  3.80756  0.46946
H  -1.73301  2.69882  1.12725
H  -2.11028  4.13716  -0.16087
H  0.03706  1.81611  -0.85089
H  -1.76816  1.28460  -0.74494
H  0.95749  2.62188  -2.65990
H  -0.02416  3.57266  -4.00220
H  -0.01897  0.27315  -3.67653
H  0.93049  1.29265  -4.94974
H  -0.95247  1.24033  -5.00233
H  -4.93106  5.62190  -2.81153
H  -4.83893  4.08068  -1.70036
H  -6.35744  4.36277  -4.60834
H  -7.30653  4.56639  -2.96062
H  -5.93455  2.03180  -2.38674
H  -5.81755  1.95212  -4.26889
H  -8.49944  3.03556  -6.40813
H  -7.55044  -1.19368  -4.00440
H  -9.34346  -1.36067  -3.36654
H  -6.75930  0.47567  -0.58733
H  -6.00742  -2.24095  -1.58168
H  -11.42663  2.89112  -2.84015
H  -10.78813  1.31295  -1.15448
H  -10.45699  4.48023  -1.41794
C  7.86989  -2.27127  0.71776
C  7.08027  -2.93918  1.83176
C  5.83788  -3.66333  1.32326
C  4.65396  -2.76375  0.96017
P  3.66876  -2.07964  2.27045
C  3.25553  -3.46775  3.36425
C  2.61331  -4.73932  2.81186
C  1.14665  -4.67163  2.38067
C  0.20464  -4.04416  3.39579
C  2.11403  -1.50980  1.63694
C  1.97752  -0.34907  0.66799
C  2.28090  1.03787  1.20675
C  1.63729  1.37048  2.54445
C  4.48190  -0.97778  3.39843
C  5.06278  0.40212  3.10980
C  5.83738  0.59512  1.80858
C  7.33116  0.77112  2.02815
H  7.26006  -1.56805  0.14818
H  8.72161  -1.72575  1.13548
H  8.25737  -3.01541  0.02273
H  6.81854  -2.20584  2.59400
H  7.73621  -3.66733  2.32368
H  5.52731  -4.38682  2.08239
H  6.11426  -4.25230  0.44003
H  3.96476  -3.38956  0.37719
H  4.96515  -1.98500  0.26042
H  2.66497  -3.07882  4.19964
H  4.20748  -3.77002  3.81954
H  2.68605  -5.50673  3.59372
H  3.20238  -5.11287  1.96732
H  0.80079  -5.69331  2.17885
H  1.05681  -4.15768  1.42247
H  0.08494  -4.69633  4.26563
H  -0.78158  -3.89321  2.94569
H  0.54902  -3.06903  3.74645
H  1.41516  -1.37631  2.46812
H  1.72081  -2.35284  1.06548
H  0.94126  -0.34112  0.30360
H  2.60920  -0.53471  -0.20985
H  1.97511  1.78778  0.46849
H  3.35777  1.13973  1.27724
H  0.55307  1.48800  2.43401
H  2.04406  2.31175  2.92845
H  1.82463  0.61013  3.30267
H  5.27681  -1.55754  3.88078
H  3.75219  -0.81591  4.20440
H  5.70116  0.67885  3.96026
H  4.25791  1.13884  3.15159
H  5.48640  1.50939  1.31373
H  5.64590  -0.21917  1.10637
H  7.53790  1.71656  2.54232
H  7.85371  0.79788  1.07090
H  7.74576  -0.03714  2.63356

Values from the calculation:
Largest force on an atom: 3.26 eV/A
E_HOMO: -5.0214 eV
Charge: 0
Kohn-Sham gap: 3.9 eV
E: -3340.501016 a.u.

C4H6N2O in the gas phase. Source: the Open Molecules 2025 dataset; level of theory: the ωB97M-V functional and the def2-TZVPD basis.

Positions of all 13 atoms, in Å:
C  2.15517  -0.21284  0.13716
C  0.72261  0.03330  -0.19974
N  0.15618  -0.21251  -1.34931
C  -1.19957  -0.03569  -1.15310
C  -1.43545  0.26786  0.15199
O  -2.56198  0.28158  0.90305
N  -0.20826  0.36800  0.75657
H  2.53538  -0.94275  -0.58092
H  2.24576  -0.64393  1.14112
H  2.77580  0.68621  0.08557
H  -1.93065  -0.18850  -1.93585
H  -3.23496  -0.17748  0.38358
H  -0.02003  0.77676  1.65987

Values from the calculation:
Energy above the lowest of the compared OMol25 structures with the same formula, charge and spin: 0.727 eV
Largest force on an atom: 0.39 eV/A
E_HOMO: -8.0382 eV
Charge: 0
Kohn-Sham gap: 8.8 eV
E: -340.768201 a.u.